# C4H9NO2

A single C4H9NO2 molecule (the ωB97M-V functional and the def2-TZVPD basis, the Open Molecules 2025 dataset).

```
! RIJCOSX wB97M-V def2-TZVPD def2/J DEFGRID3
* xyz 0 1
C 1.56845 1.61634 -0.19605
C 0.24334 0.90314 -0.38265
O 0.25619 0.31532 -1.66612
C 0.01999 -0.16795 0.68568
N -1.24251 -0.85994 0.50621
C -1.36990 -2.19707 0.26119
O -2.42128 -2.79886 0.23233
H 1.61437 2.11022 0.77912
H 1.69333 2.37075 -0.97639
H 2.39786 0.90499 -0.26969
H -0.57651 1.63831 -0.31505
H -0.59382 -0.13152 -1.78234
H 0.82339 -0.90783 0.59818
H 0.07507 0.26841 1.69158
H -2.09804 -0.38599 0.76045
H -0.38992 -2.67832 0.07356
*
```

lowest unoccupied orbital energy	0.8282	eV
F_max	0.4	eV/Å
orbital gap	10.795	eV
HOMO level	-9.97	eV
SMILES string	C[C@@H](O)CNC=O
ΔE to the lowest compared entry with this formula, charge and spin	79.0	kJ/mol

***

# C6H15AsNO3S4SbTc

A molecular structure, C6H15AsNO3S4SbTc in a non-equilibrium geometry (the ωB97M-V functional and the def2-TZVPD basis, the Open Molecules 2025 dataset).

```
! RIJCOSX wB97M-V def2-TZVPD def2/J DEFGRID3
* xyz 3 1
Tc 3.35452 1.00193 1.55648
S 5.39277 5.87142 1.63513
As 4.99771 4.12396 2.79370
S 4.81876 0.75438 2.85051
S 3.23335 3.04737 1.37983
S 3.98631 5.95884 3.25364
O 1.04635 -0.30913 -0.63347
N 1.91430 -0.33341 0.26417
O 1.62056 -0.22490 1.50569
O 3.14411 -0.35724 -0.02793
C -1.41729 1.81973 -0.35663
C -1.97786 0.51252 0.20800
Sb -1.01036 -1.22508 -0.47905
C -1.03515 -2.75316 0.96885
C -2.53090 -2.96708 1.25721
C -1.07397 -1.66208 -2.54454
C -0.91899 -0.42874 -3.43148
H -2.02915 2.63811 0.02236
H -1.45785 1.86013 -1.44329
H -0.39128 2.00056 -0.03878
H -3.02200 0.36261 -0.08539
H -1.91670 0.45395 1.29526
H -0.47396 -2.38587 1.82756
H -0.54194 -3.62363 0.54023
H -3.02800 -2.07366 1.63677
H -2.59302 -3.72581 2.03959
H -3.07841 -3.35461 0.39668
H -2.05518 -2.14070 -2.64206
H -0.29909 -2.41667 -2.68505
H -1.70951 0.30253 -3.27311
H -1.00402 -0.76932 -4.46468
H 0.05585 0.04304 -3.32619
*
```

lowest unoccupied orbital energy	-11.9525	eV
F_max	1.0	eV/Å
orbital gap	5.434	eV
HOMO level	-17.39	eV
ΔE to the lowest compared entry with this formula, charge and spin	0.0	kJ/mol